Computed, not measured: a gas-phase ion, C6H13N4 (charge +1) at a distorted geometry, with the ωB97M-V functional and the def2-TZVPD basis.

The geometry in ORCA input format:
```
! wB97M-V def2-TZVPD RIJCOSX def2/J DEFGRID3
* xyz 1 3
C 0.79 -1.33 1.39
C 1.82 -1.17 0.58
C 0.05 0.10 -0.15
C -1.54 -0.81 1.58
C -2.09 1.26 -0.80
C 0.01 1.67 -2.02
N -0.29 -0.59 0.92
N 1.40 -0.16 -0.36
N 3.04 -1.68 0.79
N -0.79 0.70 -1.17
H 0.65 -2.15 2.15
H -2.09 -1.44 0.98
H -1.46 -1.04 2.63
H -2.23 0.14 1.71
H -2.84 0.43 -0.70
H -2.10 1.77 0.08
H -2.22 2.04 -1.47
H 0.81 1.08 -2.38
H -0.55 1.78 -3.03
H 0.36 2.57 -1.57
H 2.15 0.31 -0.87
H 3.46 -1.90 1.66
H 3.68 -1.58 0.07
*
```

Its HOMO energy (spin up / spin down) is -8.468 / -13.087 eV. For the strongest force on any atom, the calculation gives 7.45 eV Å⁻¹. For the energy above the lowest of the compared OMol25 structures with the same formula, charge and spin, the calculation gives 40.64 kcal/mol. As for the expectation value of S²: 2.01. As for the orbital gap (spin up / spin down): 5.8 / 6.9 eV. As for the lowest unoccupied orbital energy (spin up / spin down): -2.7 / -6.2 eV.

---

Computed, not measured: a molecular structure, C52H42ClF3IMoN4O5S3 at a distorted geometry, with the ωB97M-V functional and the def2-TZVPD basis.

The geometry in ORCA input format:
```
! wB97M-V def2-TZVPD RIJCOSX def2/J DEFGRID3
* xyz -1 3
Mo 2.20 -0.20 0.62
O -1.49 -2.75 2.87
C -1.17 -3.73 1.91
C -0.10 -3.07 1.01
O 0.00 -3.77 0.02
O 0.46 -2.11 1.54
C -2.41 -4.27 1.03
C -3.65 -3.66 1.08
C -4.83 -4.18 0.58
C -4.93 -5.44 0.07
C -3.75 -6.19 0.02
C -2.50 -5.59 0.57
C -0.48 -4.99 2.61
C 0.71 -5.63 2.19
C 1.45 -6.44 3.08
C 0.78 -6.72 4.32
C -0.57 -6.39 4.58
C -1.08 -5.34 3.81
H -0.95 -1.96 2.54
H -3.73 -2.67 1.59
H -5.70 -3.59 0.74
H -5.96 -5.74 -0.16
H -3.58 -7.10 -0.56
H -1.56 -6.14 0.50
H 1.12 -5.25 1.30
H 2.42 -6.90 2.93
H 1.27 -7.24 5.10
H -1.26 -6.68 5.35
H -2.05 -5.02 4.00
N 0.81 0.50 -0.14
S -0.80 0.72 -0.70
N -1.55 1.89 -0.20
S -1.50 3.27 0.78
N -0.41 3.88 1.52
S 3.39 2.73 0.66
N 3.44 1.25 0.21
C 3.62 3.71 -0.93
C 4.87 4.07 -1.40
C 5.00 4.34 -2.78
C 3.96 4.27 -3.69
C 2.60 4.21 -3.15
C 2.47 3.85 -1.86
C 5.11 2.70 1.37
C 6.12 2.02 0.65
C 7.13 1.31 1.30
C 7.13 1.16 2.67
C 6.16 1.82 3.39
C 5.19 2.61 2.75
C -2.21 4.26 -0.72
C -3.42 4.16 -1.34
C -3.48 4.81 -2.60
C -2.56 5.85 -2.89
C -1.49 6.14 -2.09
C -1.29 5.28 -1.10
C -2.97 2.97 1.75
C -3.43 1.76 1.56
C -4.91 1.57 1.73
C -5.45 2.50 2.50
C -4.96 3.84 2.66
C -3.69 4.01 2.40
C -1.66 -0.82 -0.85
C -0.95 -1.65 -1.65
C -1.60 -2.66 -2.33
C -2.96 -2.94 -2.20
C -3.63 -2.09 -1.33
C -3.02 -1.02 -0.73
C -0.70 1.16 -2.46
C 0.59 0.88 -3.18
C 0.44 1.13 -4.62
C -0.63 1.82 -5.17
C -1.77 2.05 -4.42
C -1.90 1.54 -3.10
H 5.74 4.09 -0.86
H 5.96 4.60 -3.14
H 4.23 4.32 -4.71
H 1.76 4.32 -3.76
H 1.53 3.92 -1.39
H 6.09 1.96 -0.44
H 7.90 0.80 0.66
H 7.79 0.47 3.13
H 6.12 1.63 4.43
H 4.41 3.11 3.32
H -4.28 3.59 -1.01
H -4.31 4.56 -3.27
H -2.72 6.49 -3.70
H -0.86 6.99 -2.10
H -0.41 5.48 -0.43
H -2.90 0.86 1.20
H -5.45 0.76 1.20
H -6.57 2.59 2.77
H -5.63 4.49 3.24
H -3.15 4.94 2.53
H 0.19 -1.52 -1.74
H -0.96 -3.31 -2.94
H -3.53 -3.75 -2.67
H -4.66 -2.17 -1.30
H -3.52 -0.13 -0.37
H 0.88 -0.25 -3.24
H 1.34 0.91 -5.21
H -0.62 2.26 -6.19
H -2.54 2.58 -4.93
H -2.75 1.75 -2.54
Cl 1.89 0.66 2.72
F 5.76 -2.47 2.03
C 4.91 -3.54 1.91
F 4.80 -4.02 3.12
F 5.53 -4.34 1.01
C 3.54 -2.99 1.21
O 2.87 -3.93 0.95
O 3.51 -1.70 0.91
H 1.37 1.60 -3.06
I 3.00 -1.72 -2.88
*
```

Its HOMO energy (spin up / spin down) is -4.747 / -4.851 eV. For the strongest force on any atom, the calculation gives 6.20 eV Å⁻¹. For the energy above the lowest of the compared OMol25 structures with the same formula, charge and spin, the calculation gives 63.77 kcal/mol. As for the expectation value of S²: 2.06. As for the orbital gap (spin up / spin down): 5.8 / 5.8 eV. As for the lowest unoccupied orbital energy (spin up / spin down): 1.0 / 0.9 eV.

---

Computed, not measured: a molecular structure, C19H21Cl3IrN2O6SSi, with the ωB97M-V functional and the def2-TZVPD basis.

The geometry in ORCA input format:
```
! wB97M-V def2-TZVPD RIJCOSX def2/J DEFGRID3
* xyz -1 1
Ir 0.02 -0.17 0.06
O 2.31 -1.76 2.18
S 1.99 -0.36 1.98
O 2.65 0.55 2.89
O 0.44 -0.16 2.10
O 2.20 0.06 0.53
C 1.58 -2.30 -2.82
Si -0.02 -1.33 -3.00
C -0.25 -1.03 -4.85
C -1.51 -2.38 -2.57
N 0.03 0.09 -2.01
C 0.41 1.36 -2.35
C 0.83 1.79 -3.63
C 1.19 3.10 -3.88
C 1.18 4.06 -2.88
C 0.79 3.68 -1.60
C 0.41 2.37 -1.37
O 0.00 1.93 -0.09
C -0.17 2.87 0.93
C 0.75 2.94 1.95
C 0.54 3.86 2.96
C -0.57 4.70 2.94
C -1.48 4.62 1.89
C -1.28 3.70 0.88
H 1.52 -3.27 -3.32
H 1.86 -2.46 -1.78
H 2.39 -1.74 -3.29
H -0.60 -1.97 -5.29
H 0.66 -0.75 -5.38
H -1.01 -0.27 -5.06
H -1.42 -3.35 -3.05
H -2.41 -1.89 -2.97
H -1.69 -2.53 -1.50
H 0.88 1.07 -4.43
H 1.51 3.37 -4.88
H 1.48 5.08 -3.07
H 0.78 4.39 -0.79
H 1.61 2.28 1.97
H 1.25 3.91 3.78
H -0.73 5.41 3.74
H -2.34 5.28 1.86
H -1.97 3.63 0.04
Cl -1.52 -5.10 1.20
C 0.11 -4.63 0.68
Cl 1.29 -4.99 1.92
Cl 0.52 -5.48 -0.84
C 0.11 -3.20 0.41
N 0.11 -2.08 0.21
C -2.78 0.83 -0.51
C -1.96 -0.33 0.05
O -2.56 -1.30 0.48
H -3.77 0.47 -0.79
H -2.29 1.30 -1.36
H -2.89 1.58 0.28
*
```

Its HOMO energy is -4.569 eV. For the strongest force on any atom, the calculation gives 0.22 eV Å⁻¹. For the energy above the lowest of the compared OMol25 structures with the same formula, charge and spin, the calculation gives 0.00 kcal/mol. As for the orbital gap: 6.9 eV. As for the lowest unoccupied orbital energy: 2.4 eV.

---

Computed, not measured: 2 unconnected molecules or ions with the total composition CH3ClFNS at a distorted geometry, with the ωB97M-V functional and the def2-TZVPD basis.

The geometry in ORCA input format:
```
! wB97M-V def2-TZVPD RIJCOSX def2/J DEFGRID3
* xyz 0 3
C -0.47 0.33 -0.09
N -0.69 -0.04 -1.32
F -0.81 1.61 0.26
S 2.12 -1.40 1.54
Cl 1.54 0.25 2.62
H -0.58 -0.32 0.75
H -0.76 0.54 -2.14
H -0.35 -0.97 -1.62
*
```

Its HOMO energy (spin up / spin down) is -6.116 / -9.405 eV. For the strongest force on any atom, the calculation gives 5.49 eV Å⁻¹. For the energy above the lowest of the compared OMol25 structures with the same formula, charge and spin, the calculation gives 0.00 kcal/mol. As for the expectation value of S²: 2.01. As for the orbital gap (spin up / spin down): 5.8 / 6.8 eV. As for the lowest unoccupied orbital energy (spin up / spin down): -0.3 / -2.6 eV.

---

Computed, not measured: a single C5H7OP molecule at a distorted geometry, with the ωB97M-V functional and the def2-TZVPD basis.

The geometry in ORCA input format:
```
! wB97M-V def2-TZVPD RIJCOSX def2/J DEFGRID3
* xyz 0 1
C -1.74 -0.04 -0.19
C -2.97 -0.30 -1.04
C -0.91 -1.17 0.48
C 0.00 -0.29 1.48
C 0.43 1.85 -0.69
O -3.15 -0.04 0.18
P -0.65 1.28 0.69
H -1.59 -1.85 1.01
H -0.41 -1.92 -0.35
H -0.30 -0.28 2.48
H 1.05 -0.42 1.37
H -0.28 2.42 -1.21
H 0.55 0.88 -1.18
H 1.32 2.41 -0.37
*
```

Its HOMO energy is -8.494 eV. For the strongest force on any atom, the calculation gives 3.64 eV Å⁻¹. For the energy above the lowest of the compared OMol25 structures with the same formula, charge and spin, the calculation gives 99.86 kcal/mol. As for the orbital gap: 9.0 eV. As for the lowest unoccupied orbital energy: 0.5 eV.

---

Computed, not measured: a molecular structure, C5H7LuO4 at a distorted geometry, with the ωB97M-V functional and the def2-TZVPD basis.

The geometry in ORCA input format:
```
! wB97M-V def2-TZVPD RIJCOSX def2/J DEFGRID3
* xyz 3 2
O -2.41 0.78 -0.16
Lu -0.40 0.54 -1.04
C -3.34 0.18 0.41
C -3.12 -0.57 1.66
H -2.34 -0.02 2.21
H -4.36 0.55 0.20
H -3.07 -1.62 1.26
H -4.03 -0.48 2.28
C 0.03 -1.35 1.80
C 0.80 -0.51 1.11
O 1.76 0.34 1.51
C 2.03 1.35 0.67
O 1.37 1.56 -0.34
O 3.12 1.94 1.01
H -0.52 -2.15 1.31
H -0.10 -1.17 2.87
H 3.37 2.63 0.38
*
```

Its HOMO energy (spin up / spin down) is -22.642 / -23.303 eV. For the strongest force on any atom, the calculation gives 3.52 eV Å⁻¹. For the energy above the lowest of the compared OMol25 structures with the same formula, charge and spin, the calculation gives 0.00 kcal/mol. As for the expectation value of S²: 0.76. As for the orbital gap (spin up / spin down): 8.4 / 8.0 eV. As for the lowest unoccupied orbital energy (spin up / spin down): -14.3 / -15.3 eV.